Here is 15 unconnected molecules or ions with the total composition C48H101BCl3F4N12O19S at a distorted geometry from the OMol25 dataset. Energies are from the ωB97M-V functional and the def2-TZVPD basis.

The calculated total energy is -6179.411592 Eh. Its spin multiplicity is 2. As for the total charge: -2.

Each atom is followed by the atoms it is bonded to, with distances in Å.
CARTESIAN COORDINATES (ANGSTROEM)
1 C 0.5520 -4.6770 1.8192  N2 1.510, H15 1.090, H16 1.090, H17 1.090
2 N 0.3990 -3.3347 1.1446  C1 1.510, C3 1.334, C7 1.347
3 C -0.8375 -2.9092 0.8808  N2 1.334, C4 1.418, H18 1.080
4 C -1.0234 -1.6333 0.2908  C3 1.418, C5 1.406, H19 1.080
5 C 0.0537 -0.7748 0.0092  C4 1.406, C6 1.407, C8 1.517
6 C 1.3443 -1.2720 0.2666  C5 1.407, C7 1.426, H20 1.080
7 C 1.4629 -2.5481 0.8929  N2 1.347, C6 1.426, H21 1.080
8 C -0.1327 0.6154 -0.5688  C5 1.517, C9 1.400, C13 1.392
9 C -1.1640 1.3881 -0.0212  C8 1.400, C10 1.377, H22 1.080
10 C -1.3371 2.7260 -0.2982  C9 1.377, N11 1.336, H23 1.080
11 N -0.5178 3.3131 -1.1758  C10 1.336, C12 1.403, C14 1.457
12 C 0.5435 2.5886 -1.7397  N11 1.403, C13 1.365, H24 1.080
13 C 0.7670 1.2883 -1.3906  C8 1.392, C12 1.365, H25 1.080
14 C -0.7928 4.6910 -1.5627  N11 1.457, H26 1.090, H27 1.090, H28 1.090
15 H -0.0860 -5.3313 1.2252  C1 1.090
16 H 0.3265 -4.5402 2.8768  C1 1.090
17 H 1.6100 -4.8684 1.6403  C1 1.090
18 H -1.6268 -3.5793 1.1883  C3 1.080
19 H -2.0483 -1.3776 0.0661  C4 1.080
20 H 2.2461 -0.7833 -0.0714  C6 1.080
21 H 2.4577 -2.9218 1.0855  C7 1.080
22 H -1.7473 1.0562 0.8250  C9 1.080
23 H -2.0272 3.3497 0.2506  C10 1.080
24 H 1.1366 3.1756 -2.4254  C12 1.080
25 H 1.7267 0.9466 -1.7491  C13 1.080
26 H -1.4716 5.2381 -0.9085  C14 1.090
27 H -1.3147 4.6884 -2.5196  C14 1.090
28 H 0.1618 5.2169 -1.5745  C14 1.090
29 C -3.8136 -0.7323 -2.2425  C30 1.464, H36 1.090, H37 1.090, H38 1.090
30 C -5.1374 -0.9317 -2.8344  C29 1.464, O31 1.179, N32 1.537
31 O -5.2809 -0.9641 -4.0042  C30 1.179
32 N -6.2498 -1.5035 -1.9417  C30 1.537, H33 1.010, H34 1.010, C35 1.545
33 H -6.5044 -2.4397 -2.2225  N32 1.010
34 H -5.7836 -1.5749 -1.0486  N32 1.010
35 C -7.5063 -0.6045 -1.9455  N32 1.545, H39 1.090, H40 1.090, H41 1.090
36 H -3.8656 0.0663 -1.5025  C29 1.090
37 H -3.0246 -0.3765 -2.9049  C29 1.090
38 H -3.5071 -1.6485 -1.7377  C29 1.090
39 H -7.8827 -0.4164 -2.9510  C35 1.090
40 H -7.1269 0.3283 -1.5284  C35 1.090
41 H -8.3448 -0.9750 -1.3558  C35 1.090
42 C -1.9333 3.4590 3.1572  C43 1.518, H46 1.090, H47 1.090, H48 1.090
43 C -3.2485 2.7324 2.9439  C42 1.518, O44 1.235, O45 1.244
44 O -3.9084 3.0649 1.9543  C43 1.235
45 O -3.6420 1.8212 3.6944  C43 1.244
46 H -1.6069 3.4254 4.1967  C42 1.090
47 H -2.1725 4.4816 2.8653  C42 1.090
48 H -1.1717 3.1216 2.4543  C42 1.090
49 B 2.8203 -4.9212 -1.4546  F50 1.337, F51 1.353, F52 1.375, F53 1.385
50 F 3.3195 -3.7166 -1.1595  B49 1.337
51 F 3.2785 -5.3726 -2.6446  B49 1.353
52 F 3.2300 -5.7655 -0.4494  B49 1.375
53 F 1.4368 -4.9834 -1.4457  B49 1.385
54 S -4.3660 -1.2065 1.6497  O55 1.468, O56 1.476, O57 1.422, O58 1.458
55 O -4.9502 -1.7991 0.4403  S54 1.468
56 O -5.3499 -0.6197 2.5802  S54 1.476
57 O -3.4919 -2.0974 2.3320  S54 1.422
58 O -3.6890 0.0374 1.3024  S54 1.458
59 O 0.3772 -2.0358 5.0510  C60 1.207
60 C -0.5898 -1.8236 4.3598  O59 1.207, N61 1.310, C62 1.557
61 N -1.5544 -2.6838 4.1445  C60 1.310, H63 1.010, H64 1.010
62 C -0.7838 -0.4739 3.6074  C60 1.557, H65 1.090, H66 1.090, H67 1.090
63 H -1.4987 -3.5282 4.6957  N61 1.010
64 H -2.3569 -2.5243 3.5523  N61 1.010
65 H 0.1951 -0.1878 3.2226  C62 1.090
66 H -1.0828 0.2672 4.3487  C62 1.090
67 H -1.4156 -0.3588 2.7266  C62 1.090
68 O -3.2429 6.7003 -2.0923  C69 1.240
69 C -2.9673 7.9006 -1.9450  O68 1.240, N70 1.299, C71 1.527
70 N -3.9112 8.7494 -1.6685  C69 1.299, H72 1.010, H73 1.010
71 C -1.5527 8.4206 -2.1925  C69 1.527, H74 1.090, H75 1.090, H76 1.090
72 H -4.7528 8.2505 -1.4178  N70 1.010
73 H -3.6624 9.7227 -1.5647  N70 1.010
74 H -0.9564 7.9364 -1.4193  C71 1.090
75 H -1.3953 9.4838 -2.0108  C71 1.090
76 H -1.2544 8.2762 -3.2309  C71 1.090
77 O -2.7257 -5.5858 2.7430  C78 1.221
78 C -3.4333 -5.4247 3.7253  O77 1.221, N79 1.282, C80 1.514
79 N -4.3222 -4.5044 3.8094  C78 1.282, H81 1.010, H82 1.010
80 C -3.3935 -6.2565 4.9900  C78 1.514, H83 1.090, H84 1.090, H85 1.090
81 H -4.2860 -3.7283 3.1641  N79 1.010
82 H -4.8388 -4.4010 4.6711  N79 1.010
83 H -3.5913 -5.6916 5.9010  C80 1.090
84 H -2.4534 -6.8078 5.0114  C80 1.090
85 H -4.0756 -7.1067 4.9890  C80 1.090
86 O -3.0625 -4.3152 -1.7370  C87 1.228
87 C -3.2276 -4.9155 -0.6784  O86 1.228, N88 1.303, C89 1.514
88 N -3.8508 -4.3815 0.3342  C87 1.303, H90 1.010, H91 1.010
89 C -2.7637 -6.3552 -0.6081  C87 1.514, H92 1.090, H93 1.090, H94 1.090
90 H -4.0246 -3.3925 0.2258  N88 1.010
91 H -3.9116 -4.7592 1.2690  N88 1.010
92 H -3.3613 -7.0538 -0.0225  C89 1.090
93 H -1.7321 -6.3407 -0.2563  C89 1.090
94 H -2.8795 -6.8008 -1.5961  C89 1.090
95 O -0.4851 -0.9249 -3.6874  C96 1.217
96 C 0.2005 -1.9055 -3.4675  O95 1.217, N97 1.329, C98 1.449
97 N -0.4005 -3.0498 -3.1567  C96 1.329, H99 1.010, H100 1.010
98 C 1.6484 -1.8794 -3.5030  C96 1.449, H101 1.090, H102 1.090, H103 1.090
99 H -1.4084 -3.1136 -3.1476  N97 1.010
100 H 0.1980 -3.7689 -2.7763  N97 1.010
101 H 2.0236 -1.2444 -4.3056  C98 1.090
102 H 2.1192 -2.8489 -3.6657  C98 1.090
103 H 2.0586 -1.5664 -2.5428  C98 1.090
104 O 4.2095 0.4960 -1.2146  C105 1.243
105 C 5.4392 0.5067 -1.0332  O104 1.243, N106 1.344, C107 1.536
106 N 5.9051 0.4032 0.2235  C105 1.344, H108 1.010, H109 1.010
107 C 6.4636 0.3645 -2.1691  C105 1.536, H110 1.090, H111 1.090, H112 1.090
108 H 5.3543 0.4501 1.0688  N106 1.010
109 H 6.8836 0.3144 0.4573  N106 1.010
110 H 7.3186 -0.2890 -1.9958  C107 1.090
111 H 6.9006 1.3155 -2.4735  C107 1.090
112 H 5.9093 -0.1207 -2.9724  C107 1.090
113 C 1.1350 -8.0303 0.0664  Cl114 1.804, Cl115 1.763, Cl116 1.779, H117 1.090
114 Cl -0.0233 -7.9733 1.4481  C113 1.804
115 Cl 0.3780 -8.5050 -1.4531  C113 1.763
116 Cl 2.6450 -8.8966 0.4312  C113 1.779
117 H 1.4169 -6.9923 -0.1104  C113 1.090
118 C 5.5377 1.3763 4.4225  O119 1.413, H127 1.090, H128 1.090, H129 1.090
119 O 4.9030 0.4208 3.5973  C118 1.413, C120 1.434
120 C 4.2359 -0.6990 4.1941  O119 1.434, C121 1.492, H130 1.090, H131 1.090
121 C 3.5074 -1.5797 3.2354  C120 1.492, N122 1.498, H132 1.090, H133 1.090
122 N 2.7720 -2.7288 3.8538  C121 1.498, C123 1.444, H134 1.010
123 C 3.5399 -3.7343 4.5497  N122 1.444, C124 1.600, H135 1.090, H136 1.090
124 C 2.7119 -5.0037 5.0618  C123 1.600, O125 1.398, H137 1.090, H138 1.090
125 O 2.1913 -5.7909 4.0299  C124 1.398, C126 1.413
126 C 3.1259 -6.5813 3.3247  O125 1.413, H139 1.090, H140 1.090, H141 1.090
127 H 6.1063 2.0949 3.8322  C118 1.090
128 H 6.0807 0.9800 5.2805  C118 1.090
129 H 4.7175 1.9529 4.8503  C118 1.090
130 H 3.5290 -0.4248 4.9772  C120 1.090
131 H 4.9851 -1.2627 4.7500  C120 1.090
132 H 4.1908 -1.9925 2.4933  C121 1.090
133 H 2.8125 -0.9736 2.6543  C121 1.090
134 H 1.9912 -2.4226 4.4166  N122 1.010
135 H 3.8779 -3.3478 5.5112  C123 1.090
136 H 4.4335 -4.1407 4.0760  C123 1.090
137 H 1.7733 -4.7714 5.5650  C124 1.090
138 H 3.3553 -5.5479 5.7533  C124 1.090
139 H 3.7492 -5.9253 2.7171  C126 1.090
140 H 2.5931 -7.0519 2.4984  C126 1.090
141 H 3.9042 -7.1921 3.7821  C126 1.090
142 C -4.4374 3.2147 -1.7292  O143 1.455, H151 1.090, H152 1.090, H153 1.090
143 O -3.6325 2.6324 -2.7917  C142 1.455, C144 1.432
144 C -3.6965 3.2985 -4.0581  O143 1.432, C145 1.545, H154 1.090, H155 1.090
145 C -2.7741 2.5584 -5.0527  C144 1.545, N146 1.456, H156 1.090, H157 1.090
146 N -1.3940 2.7709 -4.6387  C145 1.456, C147 1.443, H158 1.010
147 C -0.4856 2.1584 -5.5782  N146 1.443, C148 1.574, H159 1.090, H160 1.090
148 C 0.9772 2.7222 -5.4313  C147 1.574, O149 1.412, H161 1.090, H162 1.090
149 O 1.6043 2.1613 -4.2968  C148 1.412, C150 1.462
150 C 3.0427 2.4054 -4.1985  O149 1.462, H163 1.090, H164 1.090, H165 1.090
151 H -3.8379 3.0005 -0.8444  C142 1.090
152 H -5.3623 2.6733 -1.5303  C142 1.090
153 H -4.6618 4.2620 -1.9311  C142 1.090
154 H -3.3570 4.3303 -3.9666  C144 1.090
155 H -4.7396 3.4606 -4.3295  C144 1.090
156 H -3.0062 3.0609 -5.9917  C145 1.090
157 H -3.0463 1.5243 -5.2635  C145 1.090
158 H -1.4773 2.2759 -3.7623  N146 1.010
159 H -0.6999 2.2886 -6.6389  C147 1.090
160 H -0.3201 1.1045 -5.3545  C147 1.090
161 H 0.9768 3.8120 -5.4490  C148 1.090
162 H 1.5697 2.3923 -6.2847  C148 1.090
163 H 3.4605 1.9917 -3.2806  C150 1.090
164 H 3.3362 3.4543 -4.1584  C150 1.090
165 H 3.5917 1.9031 -4.9950  C150 1.090
166 C 1.7465 2.7410 3.2629  O167 1.414, H175 1.090, H176 1.090, H177 1.090
167 O 2.7286 3.4770 2.5609  C166 1.414, C168 1.431
168 C 3.1585 2.7943 1.3788  O167 1.431, C169 1.566, H178 1.090, H179 1.090
169 C 4.0125 3.8401 0.5854  C168 1.566, N170 1.481, H180 1.090, H181 1.090
170 N 3.0311 4.6591 -0.1629  C169 1.481, C171 1.507, H182 1.010
171 C 3.7585 5.7279 -0.9369  N170 1.507, C172 1.499, H183 1.090, H184 1.090
172 C 2.7882 6.5503 -1.7309  C171 1.499, O173 1.419, H185 1.090, H186 1.090
173 O 2.5833 5.7613 -2.8923  C172 1.419, C174 1.374
174 C 1.9762 6.4377 -3.9232  O173 1.374, H187 1.090, H188 1.090, H189 1.090
175 H 1.3515 3.3237 4.0950  C166 1.090
176 H 2.1982 1.8716 3.7408  C166 1.090
177 H 0.9258 2.3538 2.6591  C166 1.090
178 H 2.3268 2.3573 0.8263  C168 1.090
179 H 3.6842 1.8670 1.6065  C168 1.090
180 H 4.5658 3.3063 -0.1872  C169 1.090
181 H 4.5965 4.4748 1.2518  C169 1.090
182 H 2.4512 5.0086 0.5865  N170 1.010
183 H 4.4367 5.2818 -1.6644  C171 1.090
184 H 4.3007 6.3262 -0.2048  C171 1.090
185 H 3.1676 7.5590 -1.8944  C172 1.090
186 H 1.8245 6.6197 -1.2265  C172 1.090
187 H 1.0933 6.8215 -3.4120  C174 1.090
188 H 1.7302 5.7889 -4.7638  C174 1.090
189 H 2.5698 7.3085 -4.2018  C174 1.090